1.
Here is a molecular structure, CsH8O4 from the OMol25 dataset. Energies are from the ωB97M-V functional and the def2-TZVPD basis.

Positions of all 13 atoms, in Å:
Cs -7.30119 17.00422 0.06846
O -9.68502 15.35222 -0.21867
H -9.73995 14.38804 -0.28209
H -10.14268 15.57812 0.60135
O -7.51573 17.26931 -3.21573
H -7.13354 17.58563 -4.04443
H -7.44982 18.02001 -2.61905
O -5.12630 14.91684 -1.07298
H -4.40364 14.56260 -1.60857
H -4.72361 15.61906 -0.55454
O -4.87843 19.00135 -1.20280
H -4.69557 18.28989 -0.58340
H -4.04644 19.13300 -1.67800

Summary:
LUMO level = -0.1343 Eh
HOMO-LUMO gap = 11.38 eV
Spin multiplicity = 1
Charge = +1
HOMO energy = -15.039 eV
Relative energy (zero: lowest compared OMol25 entry of this formula, charge and spin) = 4.5 kcal/mol



2.
Here is a molecular structure, CuF2I in a non-equilibrium geometry from the OMol25 dataset. Energies are from the ωB97M-V functional and the def2-TZVPD basis.

Positions of all 4 atoms, in Å:
Cu -0.14512 -0.65493 -0.87432
I -0.36782 -1.28898 1.84327
F -1.21288 1.34586 -0.81615
F 1.72582 0.59805 -0.15279

Summary:
LUMO level (spin up / spin down) = 0.0928 / 0.0178 Eh
HOMO-LUMO gap (spin up / spin down) = 8.05 / 5.65 eV
Spin multiplicity = 2
⟨S²⟩ = 0.768
Charge = -1
HOMO energy (spin up / spin down) = -5.521 / -5.165 eV
Relative energy (zero: lowest compared OMol25 entry of this formula, charge and spin) = 44.1 kcal/mol



3.
Here is a molecular structure, CuH30O19S in a non-equilibrium geometry from the OMol25 dataset. Energies are from the ωB97M-V functional and the def2-TZVPD basis.

Positions of all 51 atoms, in Å:
Cu -1.12157 -0.50502 -3.18680
S -0.10157 -0.11802 -0.46680
O 0.61643 1.00198 0.04620
O -1.50157 -0.05602 -0.06180
O -0.10457 -0.15802 -1.93980
O 0.52043 -1.36002 0.01920
O 2.12143 -4.64302 0.72720
H 1.77343 -4.01502 0.09420
H 1.32743 -5.11902 0.87520
O 2.32543 0.01298 -3.13280
H 2.31243 -0.87602 -3.47780
H 1.44243 0.11898 -2.82380
O -2.57757 2.38198 1.75220
H -3.11457 1.60298 1.60420
H -3.00357 3.04998 1.20120
O 1.88043 3.75698 1.54520
H 2.56143 3.31698 1.10920
H 1.46243 3.04598 2.02020
O 3.13843 0.99698 0.15920
H 3.34743 0.30498 0.81620
H 2.13843 1.00998 0.12020
O -1.60157 -0.17502 2.57120
H -0.79157 0.39998 2.68420
H -1.81057 -0.06102 1.61120
O -3.16257 -2.42102 -0.18380
H -2.47457 -1.77602 -0.27880
H -2.92457 -2.66602 0.69120
O -0.17257 -3.72002 -0.58680
H 0.06543 -2.87302 -0.24680
H 0.29043 -3.61102 -1.40680
O -3.95057 0.69598 -0.45080
H -3.03757 0.50798 -0.25480
H -4.63457 0.41998 0.21420
O -0.65557 3.33698 0.03220
H -0.21257 2.46298 0.11820
H -1.16157 3.17598 0.81320
O 0.63743 1.21798 2.58120
H 0.71143 1.23898 1.61720
H 1.05443 0.39498 2.80820
O -2.50657 0.79598 -3.23180
H -3.44557 0.73398 -2.93180
H -2.31757 1.60598 -2.76080
O 1.12543 -1.44502 2.42320
H 0.86643 -1.50902 1.50420
H 1.78543 -2.05402 2.52520
O 1.53843 2.65298 -1.87380
H 1.06743 2.22998 -1.14280
H 2.06343 1.97198 -2.30780
O 2.80943 -1.79802 -0.88580
H 3.46543 -1.78502 -0.19380
H 1.93643 -1.69902 -0.45780

Summary:
LUMO level = 0.0440 Eh
HOMO-LUMO gap = 8.39 eV
Spin multiplicity = 1
Charge = -1
HOMO energy = -7.189 eV
Relative energy (zero: lowest compared OMol25 entry of this formula, charge and spin) = 2.4 kcal/mol



4.
Here is a molecular structure, CuI in a non-equilibrium geometry from the OMol25 dataset. Energies are from the ωB97M-V functional and the def2-TZVPD basis.

Positions of all 2 atoms, in Å:
Cu -0.25405 -0.81547 -0.76095
I 0.25405 0.81547 0.76095

Summary:
LUMO level (spin up / spin down) = -0.2290 / -0.3360 Eh
HOMO-LUMO gap (spin up / spin down) = 9.82 / 6.61 eV
Spin multiplicity = 2
⟨S²⟩ = 0.754
Charge = +1
HOMO energy (spin up / spin down) = -16.055 / -15.749 eV
Relative energy (zero: lowest compared OMol25 entry of this formula, charge and spin) = 2.6 kcal/mol



5.
Here is a molecular structure, EuH3O in a non-equilibrium geometry from the OMol25 dataset. Energies are from the ωB97M-V functional and the def2-TZVPD basis.

Positions of all 5 atoms, in Å:
Eu 0.41057 1.18580 -0.08323
O -1.44222 0.16706 0.19081
H -2.34380 0.45291 0.05238
H 1.31651 -0.92955 0.03204
H 2.05894 -0.87621 -0.19199

Summary:
LUMO level (spin up / spin down) = -0.1917 / -0.1869 Eh
HOMO-LUMO gap (spin up / spin down) = 8.57 / 9.55 eV
Spin multiplicity = 8
⟨S²⟩ = 15.761
Charge = +1
HOMO energy (spin up / spin down) = -13.788 / -14.634 eV



6.
Here is a molecular structure, F12P2Rb from the OMol25 dataset. Energies are from the ωB97M-V functional and the def2-TZVPD basis.

Positions of all 15 atoms, in Å:
Rb 1.27483 1.13232 0.30631
P -2.77020 2.19174 1.34572
F -1.51803 1.35248 0.66773
F -2.95095 2.96007 -0.05781
F -3.78597 1.05290 0.86962
F -3.96081 3.03430 2.00503
F -2.51502 1.40413 2.72640
F -1.68509 3.31725 1.79791
P 2.55909 -2.37682 -1.39317
F 1.03904 -2.42539 -1.91374
F 2.02979 -2.23509 0.14129
F 2.61168 -3.96092 -1.24810
F 4.07485 -2.26471 -0.85636
F 3.09233 -2.44673 -2.90142
F 2.50446 -0.73553 -1.48942

Summary:
LUMO level = 0.0566 Eh
HOMO-LUMO gap = 10.92 eV
Spin multiplicity = 1
Charge = -1
HOMO energy = -9.380 eV
Relative energy (zero: lowest compared OMol25 entry of this formula, charge and spin) = 0.0 kcal/mol



7.
Here is a molecular structure, F14K3N7Na2O28S14 in a non-equilibrium geometry from the OMol25 dataset. Energies are from the ωB97M-V functional and the def2-TZVPD basis.

Positions of all 68 atoms, in Å:
Na -24.90558 1.00171 1.41589
Na -15.84027 0.70219 4.15193
K -21.71172 -4.46465 3.30545
K -23.66752 4.66433 -1.55460
K -16.33186 5.54703 -2.84232
N -19.45007 6.42474 7.87516
S -20.02823 6.20052 9.47920
O -19.75287 4.85522 10.02562
O -21.18131 7.00239 9.97632
F -18.78584 7.02112 10.07474
S -20.80882 6.39921 7.25787
O -21.41126 7.73577 7.38880
O -21.69574 5.18791 7.38784
F -20.39110 6.34398 5.74402
N -14.48663 -1.76603 1.98512
S -14.93528 -2.11975 0.60671
O -16.38206 -2.21391 0.36145
O -14.02763 -2.94502 -0.14419
F -14.43340 -0.69473 0.01355
S -14.79248 -3.41695 2.54087
O -13.83853 -4.42393 2.11104
O -16.19069 -3.78434 2.75969
F -14.32677 -3.07363 4.12398
N -14.65147 4.29200 4.25891
S -14.85319 5.32088 3.18394
O -14.58854 4.90254 1.78277
O -14.90499 6.71015 3.53967
F -16.44927 5.01186 3.15057
S -12.96454 4.41698 4.25618
O -12.34900 5.68330 4.59502
O -12.28857 3.52950 3.29513
F -12.75694 3.59880 5.65720
N -28.26569 1.01289 -6.11796
S -26.86342 1.35832 -5.56082
O -26.69695 2.56850 -4.77548
O -25.65136 0.81546 -6.25184
F -27.05179 0.35610 -4.35209
S -27.92998 1.00591 -7.77168
O -28.25755 -0.20387 -8.49404
O -26.92697 1.86944 -8.40187
F -29.31799 1.80289 -8.00744
N -19.47212 1.03007 -6.71457
S -18.00736 1.29423 -6.20530
O -17.75145 2.25716 -5.16345
O -17.04662 1.28559 -7.28761
F -17.83095 -0.18914 -5.56384
S -20.02536 2.62722 -6.52462
O -19.17682 3.68244 -7.03762
O -20.73504 2.93732 -5.25528
F -21.18085 2.37098 -7.65705
N -21.65590 1.30150 -0.30823
S -21.27266 -0.27802 -0.90781
O -21.33066 -1.38275 0.03899
O -20.25364 -0.36038 -1.94924
F -22.62699 -0.35786 -1.75772
S -20.22975 1.64156 0.18631
O -19.34103 2.40145 -0.63728
O -19.65512 0.74196 1.19451
F -20.87781 2.70953 1.24396
N -28.05449 -4.58742 -4.21581
S -28.15318 -5.39462 -5.70321
O -27.79171 -6.77506 -5.64082
O -27.92747 -4.65709 -6.95319
F -29.75307 -5.54657 -5.67813
S -26.51159 -4.76250 -4.19348
O -25.74367 -3.93901 -5.14000
O -25.88425 -6.05874 -3.91261
F -26.27106 -3.96891 -2.73654

Summary:
LUMO level = -0.0680 Eh
HOMO-LUMO gap = 3.50 eV
Spin multiplicity = 1
Charge = -2
HOMO energy = -5.346 eV



8.
Here is a molecular structure, F16K3N8Na2O32S16 in a non-equilibrium geometry from the OMol25 dataset. Energies are from the ωB97M-V functional and the def2-TZVPD basis.

Positions of all 77 atoms, in Å:
Na 1.12813 -0.54473 -2.52044
Na -1.57242 2.97390 -0.22877
K -3.59841 -4.36827 -1.48486
K -2.73448 -1.98389 3.67071
K 0.33819 -3.67880 -0.19110
N 5.78064 -2.06076 1.54514
S 6.42254 -1.64747 2.98810
O 5.68678 -2.09604 4.11724
O 7.02294 -0.36330 3.03907
F 7.64616 -2.67787 2.87053
S 4.28313 -1.56363 1.64389
O 4.16179 -0.15411 1.68189
O 3.36890 -2.44738 2.29238
F 3.91818 -1.83123 0.07066
N 2.82188 5.22147 1.52265
S 3.90892 4.07379 1.34316
O 3.52579 3.00018 0.47895
O 4.72856 3.80315 2.46233
F 4.91269 4.88820 0.34791
S 1.56960 4.46442 2.21993
O 1.86709 3.71645 3.37862
O 0.49508 4.00315 1.40892
F 0.97919 5.83398 2.82320
N -0.20955 -0.97131 -0.59350
S -0.22254 -0.15239 0.77341
O -1.06103 -0.64869 1.80115
O 0.00056 1.23779 0.74110
F 1.22287 -0.66182 1.12388
S -1.86471 -0.68241 -0.92429
O -2.31756 0.63389 -0.67808
O -2.77911 -1.75854 -0.65836
F -1.70853 -0.72777 -2.47034
N -5.99287 -0.95889 -3.45655
S -5.07588 0.21437 -4.04089
O -5.83440 1.25598 -4.65674
O -3.86153 -0.21822 -4.63943
F -4.64695 0.88697 -2.66493
S -5.81959 -2.19473 -4.44488
O -4.92072 -3.20975 -3.97254
O -5.78720 -1.92497 -5.82703
F -7.27797 -2.80170 -4.25397
N -0.57355 -2.62036 5.53939
S 0.63227 -2.60670 4.53160
O 1.62225 -3.56952 4.84345
O 1.06384 -1.37205 3.99232
F -0.10709 -3.27452 3.16715
S -0.10132 -1.46986 6.65963
O -0.38188 -0.15148 6.24175
O 1.01300 -1.78614 7.47187
F -1.35602 -1.81897 7.60903
N 1.04063 -2.56840 -3.79605
S 2.02256 -3.92542 -3.78220
O 2.60351 -4.10111 -5.04514
O 1.58759 -5.04499 -3.01765
F 3.10312 -3.22902 -2.88316
S -0.39384 -3.14144 -4.06114
O -1.22574 -3.36261 -2.90688
O -0.50259 -4.07910 -5.12569
F -0.96932 -1.85619 -4.72608
N 1.70517 1.41799 -3.61925
S 0.35349 2.40868 -3.37869
O 0.06199 3.45996 -4.27672
O 0.08876 2.63732 -1.98687
F -0.67557 1.25023 -3.73402
S 2.81747 2.57402 -3.77903
O 2.98487 3.42152 -2.66132
O 2.79540 3.14543 -5.08944
F 4.10944 1.65905 -3.75208
N -3.27427 3.09901 1.47630
S -4.18207 1.77781 1.74903
O -5.36902 1.91314 2.51989
O -3.44534 0.57641 1.98546
F -4.69929 1.64678 0.26612
S -2.88483 3.52081 2.97971
O -1.88675 2.72405 3.59755
O -3.97729 4.01090 3.74828
F -2.10376 4.85574 2.60473

Summary:
LUMO level = 0.0771 Eh
HOMO-LUMO gap = 4.80 eV
Spin multiplicity = 1
Charge = -3
HOMO energy = -2.700 eV
Relative energy (zero: lowest compared OMol25 entry of this formula, charge and spin) = 0.0 kcal/mol



9.
Here is a molecular structure, F24KP4 in a non-equilibrium geometry from the OMol25 dataset. Energies are from the ωB97M-V functional and the def2-TZVPD basis.

Positions of all 29 atoms, in Å:
K -0.58710 1.62625 -0.77382
P 4.99165 0.13146 1.81035
F 3.42002 -0.37660 1.73400
F 5.40667 -0.72044 0.48608
F 4.71876 1.35001 0.84098
F 6.58805 0.48933 1.94525
F 4.70971 1.13126 3.09593
F 5.40718 -1.16776 2.65330
P -2.61856 -4.23697 -0.44695
F -3.38301 -2.82939 -0.09792
F -1.63456 -3.51836 -1.49768
F -1.56676 -4.07719 0.74687
F -1.92283 -5.61046 -0.97571
F -3.54516 -5.07820 0.59742
F -3.73273 -4.43868 -1.65150
P -3.21834 2.31804 6.11680
F -2.31356 2.06575 4.79262
F -2.36975 1.10769 6.79800
F -2.20470 3.43495 6.76426
F -4.02873 2.45824 7.48759
F -3.86230 3.64488 5.37707
F -4.44899 1.31647 5.69744
P 0.87236 1.53581 -7.31922
F -0.48733 0.93674 -6.64797
F 0.34899 1.69659 -8.83373
F 0.31742 3.04345 -7.03604
F 2.25334 2.15450 -7.96260
F 1.59633 1.52931 -5.86205
F 1.29403 0.08336 -7.83888

Summary:
LUMO level = 0.1261 Eh
HOMO-LUMO gap = 9.10 eV
Spin multiplicity = 1
Charge = -3
HOMO energy = -5.670 eV
Relative energy (zero: lowest compared OMol25 entry of this formula, charge and spin) = 40.9 kcal/mol



10.
Here is a molecular structure, F28InN2O8P4S4 in a non-equilibrium geometry from the OMol25 dataset. Energies are from the ωB97M-V functional and the def2-TZVPD basis.

Positions of all 47 atoms, in Å:
In -0.06283 -0.27316 -0.15431
P 2.90062 0.70891 0.22409
F 3.92633 -0.39674 0.86415
F 3.07739 1.54568 1.56101
F 3.99339 1.60664 -0.46126
F 1.59852 1.61738 -0.35218
F 2.90437 -0.32084 -1.02257
F 1.67084 0.05864 1.03044
P -0.70216 2.14229 1.71452
F -1.60893 1.96429 3.03409
F -1.75340 3.11352 1.00423
F -0.12366 3.48453 2.43428
F 0.40647 2.32330 0.51255
F 0.49886 1.31633 2.48301
F -1.31967 0.77614 1.11465
P 1.58542 -2.75282 -0.11663
F 1.65748 -1.57361 -1.21044
F 1.23609 -1.76985 1.10781
F -0.00572 -2.58393 -0.27059
F 1.39751 -4.11052 0.86137
F 1.95785 -3.69854 -1.39465
F 3.14172 -2.74700 0.26020
P -2.93729 1.01019 -1.19719
F -3.04882 2.25256 -0.12509
F -2.08706 0.16832 -0.13875
F -4.21855 0.19939 -0.61725
F -2.49054 -0.12330 -2.19184
F -3.75690 1.75963 -2.34269
F -1.40846 1.69748 -1.40325
N 0.28880 0.19304 -2.16213
S 0.88800 -0.64515 -3.31442
O 2.32936 -0.69047 -3.16200
O 0.19565 -0.62133 -4.65267
F 0.43784 -2.09869 -2.77933
S 0.30913 1.73336 -2.92321
O -0.90923 2.39638 -3.27791
O 1.47134 2.11605 -3.68585
F 0.61987 2.49044 -1.51056
N -0.90338 -1.17638 1.47224
S -2.31830 -1.55981 1.92307
O -3.17097 -0.46743 2.27465
O -2.59078 -2.90735 2.48414
F -2.94255 -1.80190 0.50195
S -0.35130 -1.19676 3.10679
O 0.04185 -2.43755 3.69990
O -0.87804 -0.19224 4.05550
F 1.05396 -0.52906 2.74224

Summary:
LUMO level = 0.2351 Eh
HOMO-LUMO gap = 9.29 eV
Spin multiplicity = 1
Charge = -3
HOMO energy = -2.888 eV



11.
Here is a molecular structure, F2H2O2P in a non-equilibrium geometry from the OMol25 dataset. Energies are from the ωB97M-V functional and the def2-TZVPD basis.

Positions of all 7 atoms, in Å:
O -0.08140 -0.29001 1.48452
O 0.01450 -0.92613 -1.08115
F -1.08870 1.72551 -0.59452
F 1.58512 0.65911 -0.19460
P 0.14829 0.05327 0.00624
H -0.23012 0.41545 2.12145
H -0.34768 -1.63719 -1.74195

Summary:
LUMO level = -0.2681 Eh
HOMO-LUMO gap = 11.25 eV
Spin multiplicity = 1
Charge = +1
HOMO energy = -18.546 eV
Relative energy (zero: lowest compared OMol25 entry of this formula, charge and spin) = 80.7 kcal/mol



12.
Here is a single F2H2O4Si molecule in a non-equilibrium geometry from the OMol25 dataset. Energies are from the ωB97M-V functional and the def2-TZVPD basis.

Positions of all 9 atoms, in Å:
O 0.11904 -0.72692 1.52043
O 0.94199 -0.98297 -1.10149
O 0.53123 1.78579 -0.00754
O -1.54518 -0.65713 -0.46532
F 1.43058 1.75008 -1.05986
F -2.57568 -0.21144 0.31188
Si 0.02151 -0.31845 0.01419
H -0.18534 -0.39220 2.36924
H 1.26183 -0.24676 -1.58153

Summary:
SMILES = O[Si](O)(OF)OF
LUMO level = 0.0037 Eh
HOMO-LUMO gap = 10.87 eV
Spin multiplicity = 1
HOMO energy = -10.766 eV
Relative energy (zero: lowest compared OMol25 entry of this formula, charge and spin) = 74.3 kcal/mol